No. 1
Here is a molecular structure, C22H13BrN4PtSe from OMol25. Energies are from wB97M-V/def2-TZVPD.

```
42
C22H13BrN4PtSe | OMol25 | wB97M-V/def2-TZVPD
Pt 0.66147 -1.39876 -0.75637
Br 0.56422 2.43754 5.80601
C 0.46609 1.18265 4.40315
C 0.60772 -0.16854 4.68437
C 0.53998 -1.08866 3.65542
C 0.31696 -0.66898 2.34311
C 0.21410 0.68669 2.07239
C 0.27938 1.61302 3.10275
N 0.24673 -1.62122 1.26593
C 0.02412 -2.85306 1.56763
C 0.24037 -3.88777 0.57306
C -0.00694 -5.22582 0.82195
C 0.24334 -6.14629 -0.18629
C 0.71922 -5.69255 -1.40327
C 0.94660 -4.33533 -1.58137
N 0.72260 -3.45652 -0.60901
H 0.78955 -0.49978 5.69676
H 0.71001 -2.12676 3.90381
H 0.06869 1.02638 1.05929
H 0.18818 2.66738 2.88192
H -0.26598 -3.15437 2.56690
H -0.38939 -5.53518 1.78474
H 0.06489 -7.20006 -0.02222
H 0.92105 -6.37370 -2.21698
H 1.30974 -3.92360 -2.51380
N -2.08049 7.94815 -2.86025
C -1.77468 6.87274 -2.59354
C -1.39596 5.52727 -2.25537
C -1.84109 4.96242 -1.06213
C -1.47707 3.66977 -0.73771
C -0.66445 2.92230 -1.59537
C -0.22563 3.49893 -2.79161
C -0.58759 4.79103 -3.11983
C -0.27622 1.58576 -1.26251
C 0.05938 0.44699 -1.02181
H -2.47027 5.53992 -0.39857
H -1.82202 3.22339 0.18565
H 0.39697 2.91690 -3.45766
H -0.24901 5.23605 -4.04546
Se 1.64687 -0.74531 -5.46130
C 1.36516 -1.17558 -3.77077
N 1.21343 -1.47746 -2.65163
```

The net charge is 0. The LUMO energy is -2.13 eV. For the HOMO energy, the calculation gives -7.58 eV. As for the gap between HOMO and LUMO: 5.4527 eV.

No. 2
Here is a molecular structure, C22H13Co2FO10S2 at a distorted geometry from OMol25. Energies are from wB97M-V/def2-TZVPD.

```
50
C22H13Co2FO10S2 | OMol25 | wB97M-V/def2-TZVPD
F 3.76616 2.46384 0.89679
C 2.91909 1.55025 1.38796
S 2.37657 1.86313 3.06878
C 1.12921 3.15236 2.91812
C -0.22323 2.80468 2.93475
C -1.18500 3.79241 2.71666
C -0.79224 5.11141 2.46920
C 0.56547 5.44581 2.44359
C 1.53361 4.46833 2.68046
O 1.66147 0.69826 3.53683
O 3.49723 2.42368 3.78666
S 1.74806 0.91130 0.23571
C 2.72752 0.76387 -1.25579
C 2.81674 1.86038 -2.11454
C 3.65992 1.79963 -3.22478
C 4.41525 0.64907 -3.46790
C 4.29508 -0.45722 -2.62274
C 3.44395 -0.40794 -1.51576
O 1.35366 -0.42061 0.63780
O 0.73641 1.91740 -0.05303
H -0.51479 1.76866 3.11086
H -2.23859 3.50612 2.72105
H -1.54595 5.87428 2.26894
H 0.88651 6.46610 2.22292
H 2.59569 4.71704 2.67023
H 2.23112 2.75367 -1.90201
H 3.71619 2.66476 -3.88559
H 5.09765 0.61157 -4.31697
H 4.86647 -1.36639 -2.81320
H 3.33776 -1.25822 -0.84299
O 0.18687 -5.77766 -1.26985
C -0.90930 -5.45401 -1.46953
Co -2.51973 -4.78486 -1.61232
C -2.29248 -3.68386 -2.95059
O -2.11405 -2.91837 -3.80238
C -3.53339 -6.14764 -2.10569
O -4.17912 -7.05804 -2.42253
C -2.64700 -3.84739 0.18418
C -2.25193 -2.52923 0.42665
C -1.27669 -1.73521 0.89290
Co -3.89603 -2.63082 -0.23573
C -3.73030 -1.34450 -1.46295
O -3.72864 -0.47303 -2.22250
C -4.78738 -1.66590 0.99290
O -5.39820 -0.98078 1.69697
C -5.22843 -3.57884 -0.99578
O -6.16043 -4.04030 -1.50376
H -2.64064 -4.64747 0.94599
H -1.47634 -0.68067 1.09327
H -0.29379 -2.14907 1.12876
```

The net charge is -2. The LUMO energy is 4.44 eV. For the HOMO energy, the calculation gives -2.02 eV. As for the gap between HOMO and LUMO: 6.4674 eV.

No. 3
Here is a molecular structure, C22H15Br2IN5O8Tl from OMol25. Energies are from wB97M-V/def2-TZVPD.

```
54
C22H15Br2IN5O8Tl | OMol25 | wB97M-V/def2-TZVPD
Tl -1.50570 0.95722 -0.18713
O 2.87729 5.36771 1.09305
C 2.04884 4.35934 0.89034
C 2.43060 3.11886 0.36599
C 1.47130 2.15400 0.18971
N 0.17953 2.35366 0.50922
C -0.16914 3.54447 1.01678
Br -2.00024 3.72267 1.43249
C 0.70303 4.57321 1.23217
H 3.78744 5.16472 0.83549
H 3.45740 2.91326 0.09326
H 1.71639 1.18293 -0.22184
H 0.38899 5.51933 1.64890
O -1.17482 -2.11441 5.35910
C -1.27570 -1.37929 4.27204
C -0.64787 -0.14090 4.09172
C -0.83726 0.52828 2.91388
N -1.59492 0.04814 1.90661
C -2.17934 -1.15000 2.09331
Br -3.15461 -1.82995 0.64515
C -2.06994 -1.88675 3.23671
H -0.59278 -1.72598 6.02666
H -0.02107 0.29112 4.86017
H -0.36795 1.48474 2.74991
H -2.54937 -2.84922 3.34000
O 0.93931 0.06111 -2.73177
C 0.77960 -0.63496 -1.75990
O -0.17176 -0.45481 -0.85225
C 1.65829 -1.79374 -1.38940
C 1.39606 -2.51173 -0.23117
C 2.23546 -3.54073 0.13389
C 3.32996 -3.90848 -0.62331
C 3.56067 -3.17366 -1.77169
C 2.75838 -2.12224 -2.17271
N 4.73951 -3.52521 -2.60306
O 5.36865 -4.50478 -2.27479
O 4.98044 -2.79981 -3.54201
N 1.95163 -4.24422 1.40541
O 2.62884 -5.20061 1.67927
O 1.04843 -3.79683 2.09967
H 0.55260 -2.27109 0.39097
H 3.98112 -4.72150 -0.33747
H 2.98453 -1.57405 -3.07672
I -1.24564 3.51829 -2.38772
C -2.85852 2.26633 -2.66225
C -3.68327 2.41250 -3.75875
C -4.75335 1.54569 -3.91331
C -4.96752 0.55826 -2.96662
C -4.11677 0.47413 -1.88944
N -3.07849 1.31720 -1.72355
H -3.48310 3.18861 -4.48272
H -5.41175 1.64535 -4.76599
H -5.78508 -0.14326 -3.05255
H -4.25835 -0.27293 -1.13373
```

The net charge is +2. The LUMO energy is -7.59 eV. For the HOMO energy, the calculation gives -14.94 eV. As for the gap between HOMO and LUMO: 7.3481 eV.

No. 4
Here is a molecular structure, C22H15BrIrN3O11S from OMol25. Energies are from wB97M-V/def2-TZVPD.

```
54
C22H15BrIrN3O11S | OMol25 | wB97M-V/def2-TZVPD
Ir -0.09967 0.44620 0.25620
O 4.61063 2.74740 3.40076
C 3.45899 2.35865 2.77667
C 2.79979 1.19002 3.12335
C 1.68357 0.84306 2.40238
N 1.19595 1.59506 1.39926
C 1.75777 2.79156 1.14644
C 2.92061 3.17214 1.79923
C 1.05812 3.86178 0.25408
O 1.84467 4.65706 -0.28847
O -0.17845 3.82870 0.30276
C 0.87738 -0.38213 2.79619
O 1.12450 -0.95414 3.84391
O -0.08971 -0.65708 1.98888
H 4.85883 2.05551 4.02248
H 3.11642 0.53346 3.92407
H 3.35884 4.11955 1.52133
C -2.70793 -4.81594 -2.12032
C -1.43658 -4.12700 -1.70323
C -0.64723 -3.46454 -2.63844
C 0.48668 -2.77644 -2.24776
C 0.83923 -2.74879 -0.90694
C 0.08098 -3.41635 0.03863
C -1.04883 -4.10845 -0.36894
S 2.16871 -1.69459 -0.40063
O 2.40971 -1.99573 0.98761
O 3.25619 -1.87967 -1.33748
N 1.62237 -0.19845 -0.54734
C 2.02635 0.63724 -1.67994
C 0.81204 1.29976 -2.31870
O 0.85085 1.69907 -3.46987
O -0.21152 1.41233 -1.52991
H -2.98017 -4.54359 -3.13977
H -3.53223 -4.52314 -1.46853
H -2.60897 -5.90420 -2.07058
H -0.95450 -3.44544 -3.67768
H 1.07520 -2.22550 -2.97103
H 0.35330 -3.33848 1.08263
H -1.66884 -4.60022 0.37340
H 2.56826 0.05894 -2.42341
H 2.68645 1.44284 -1.33818
Br -1.78334 3.14904 2.97243
C -2.56596 2.59974 1.34745
C -3.47611 3.41383 0.70443
N -4.08203 3.05543 -0.42827
C -3.78086 1.87375 -0.95374
C -2.87533 0.98917 -0.38087
C -2.25401 1.36806 0.79892
C -2.54167 -0.33684 -1.03051
O -3.35726 -0.87166 -1.76751
O -1.41036 -0.84510 -0.67053
H -3.71594 4.38913 1.10953
H -4.26623 1.59611 -1.88091
H -1.62867 0.66890 1.38645
```

The net charge is -2. The LUMO energy is 4.26 eV. For the HOMO energy, the calculation gives -2.95 eV. As for the gap between HOMO and LUMO: 7.2111 eV.